The following is a quantum chemistry calculation of a structure of composition C29H21Br4F6FeN3O4P, from OMol25.

Expectation value of S²: 8.760
LUMO level (alpha / beta), Eh: 0.141 / 0.141
Total charge: -2
Frontier orbital gap (alpha / beta), hartree: 0.24424 / 0.24953
E_HOMO (alpha / beta), eV: -2.80 / -2.95
Energy, eV: -383238.9511
Relative energy (zero: lowest compared OMol25 entry of this formula, charge and spin), kcal per mole: 0.0
2S+1: 6

Last column: Mulliken charge in e.
Cartesian coordinates (Å):
Fe 0.31368 0.23078 0.35172  0.81
C 1.77329 3.18175 -2.01864  -1.18
C 2.94813 2.53752 -1.34131  1.47
C 4.10595 3.25511 -1.06947  -1.09
C 5.17690 2.65714 -0.42266  -0.75
C 5.09171 1.32838 -0.04018  -1.18
C 3.94743 0.57834 -0.29545  1.52
C 3.85547 -0.86160 0.12028  -1.23
C 2.87849 1.19345 -0.95620  -0.88
N 1.68395 0.46298 -1.18235  1.07
C 1.42932 0.02070 -2.42102  -0.50
O 2.13221 0.09904 -3.42799  -0.80
C 0.06017 -0.61985 -2.50976  0.67
C -0.44514 -1.27963 -3.61462  -0.69
C -1.74259 -1.77037 -3.53771  -0.38
C -2.50158 -1.58208 -2.38913  -0.55
C -1.91574 -0.91076 -1.33198  0.44
N -0.67727 -0.46375 -1.42366  0.36
C -2.57880 -0.60223 -0.00740  -0.30
O -3.76556 -0.88101 0.16674  -0.81
N -1.72664 0.01099 0.81853  0.50
C -2.17882 0.43968 2.09409  -0.74
C -2.09424 -0.41865 3.19594  1.39
C -1.67736 -1.84729 3.00981  -1.29
C -2.40033 0.08530 4.45519  -0.76
C -2.79657 1.40418 4.62191  -0.85
C -2.94211 2.22111 3.51214  -0.91
C -2.65487 1.74541 2.23656  1.57
C -2.85505 2.60911 1.02339  -1.47
H 1.93791 4.25437 -2.13560  0.38
H 0.87216 3.03320 -1.42127  0.06
H 1.60731 2.74148 -3.00456  0.28
H 4.15881 4.30012 -1.35662  0.33
H 6.07275 3.22920 -0.20907  0.38
H 5.92359 0.85629 0.47157  0.37
H 4.81133 -1.20504 0.51906  0.48
H 3.57256 -1.50125 -0.71635  0.17
H 3.09900 -1.01067 0.89232  0.10
H 0.17815 -1.39574 -4.48958  0.52
H -2.16461 -2.30765 -4.37876  0.38
H -3.51246 -1.94948 -2.28534  0.52
H -0.66221 -1.91311 2.62192  0.06
H -2.33159 -2.35261 2.29645  0.24
H -1.71389 -2.38201 3.96025  0.41
H -2.30086 -0.56507 5.31742  0.30
H -2.99272 1.79317 5.61457  0.40
H -3.26752 3.24957 3.63049  0.32
H -3.24846 3.58547 1.31036  0.39
H -3.55801 2.13484 0.33367  0.32
H -1.91496 2.75850 0.49120  0.14
Br 1.27163 2.53665 6.73370  -0.22
C 1.03538 2.45113 4.85689  0.35
C 0.76290 3.59586 4.12824  0.34
Br 0.62663 5.27974 4.98281  -0.23
C 0.56934 3.50400 2.74308  -0.01
Br 0.19177 5.01438 1.66894  -0.19
C 0.62516 2.28346 2.09296  0.19
O 0.40095 2.10950 0.80634  -0.60
C 0.92450 1.10673 2.83857  -0.40
O 0.97490 -0.02233 2.16571  -0.33
C 1.12571 1.21396 4.20498  -0.03
Br 1.48604 -0.39580 5.12254  -0.16
F 0.81519 -1.99189 0.15320  -0.41
P 0.97408 -3.65233 -0.01560  1.56
F -0.34189 -3.64345 -0.95604  -0.35
F 1.88966 -3.38731 -1.31960  -0.38
F 2.27982 -3.59526 0.92116  -0.37
F 0.04155 -3.85362 1.27717  -0.39
F 1.12760 -5.24565 -0.19570  -0.36

The following is a quantum chemistry calculation of a structure of composition C33H36F3N3OPtS2, from OMol25.

Expectation value of S²: 2.024
LUMO level (alpha / beta), Eh: -0.188 / -0.245
Total charge: +2
Frontier orbital gap (alpha / beta), hartree: 0.28171 / 0.23430
E_HOMO (alpha / beta), eV: -12.78 / -13.04
Energy, eV: -74375.1688
Relative energy (zero: lowest compared OMol25 entry of this formula, charge and spin), kcal per mole: 7.6
2S+1: 3

Last column: Mulliken charge in e.
Cartesian coordinates (Å):
Pt -0.18088 -0.53300 -0.24768  0.75
F -2.34009 4.08167 -8.20154  -0.27
C -1.18797 3.40331 -8.13069  0.81
F -1.21022 2.45221 -9.08031  -0.25
F -0.19170 4.25108 -8.43591  -0.24
C -0.97844 2.79200 -6.76576  0.36
C 0.04350 1.86256 -6.60425  -0.90
C 0.24573 1.27692 -5.37079  -0.64
C -0.57654 1.60826 -4.28663  0.69
C -1.57888 2.56616 -4.45939  -0.62
C -1.77775 3.15824 -5.69530  -0.69
C -0.44733 0.94333 -3.02852  0.25
C -0.33197 0.39207 -1.94016  -0.52
H 0.66939 1.59987 -7.44692  0.41
H 1.04089 0.55513 -5.23603  0.39
H -2.19699 2.83867 -3.61445  0.70
H -2.55352 3.89924 -5.82945  0.49
N 0.16740 -0.75430 1.80216  -0.54
S 1.49481 -0.27930 2.56744  -0.08
C 2.23815 -1.74310 3.27910  0.55
C 3.48175 -1.60951 3.88480  -0.75
C 4.07132 -2.72686 4.45475  -0.56
C 3.42161 -3.95594 4.41287  -0.56
C 2.18148 -4.07336 3.80039  -0.76
C 1.58106 -2.96070 3.22083  0.13
C 0.99986 0.57554 4.03490  0.75
C 0.27709 -0.07439 5.03099  -0.22
C -0.09065 0.64189 6.15539  -0.78
C 0.27177 1.98109 6.27981  -0.42
C 0.98462 2.61679 5.27568  -0.62
C 1.35471 1.91287 4.13651  -0.35
H -0.60371 -0.97085 2.42526  0.32
H 3.97570 -0.64546 3.92976  0.44
H 5.03566 -2.63801 4.93697  0.42
H 3.88084 -4.82227 4.87038  0.43
H 1.67285 -5.02888 3.78482  0.46
H 0.61159 -3.03059 2.74179  0.47
H 0.01896 -1.12338 4.94209  0.35
H -0.65070 0.15577 6.94276  0.41
H -0.00145 2.52797 7.17236  0.41
H 1.25385 3.65948 5.37416  0.41
H 1.90713 2.39840 3.34182  0.42
C -4.97350 1.91122 -3.47204  -1.63
C -4.34018 0.99930 -2.45802  0.67
C -3.91725 -0.28329 -2.81750  -0.82
C -3.40536 -1.15662 -1.87744  -0.34
C -3.29212 -0.73329 -0.55877  0.50
C -3.67544 0.54481 -0.17821  -0.54
C -4.19867 1.40363 -1.13340  -0.54
S -2.70578 -1.83377 0.69426  0.35
C -4.07061 -2.97852 0.68860  -1.10
O -1.50526 -2.58735 0.09957  -0.62
H -4.76128 1.58785 -4.48987  0.36
H -4.63224 2.93994 -3.35114  0.39
H -6.05746 1.91685 -3.34289  0.43
H -4.00263 -0.59923 -3.85018  0.36
H -3.07504 -2.14790 -2.16483  0.41
H -3.55925 0.86960 0.84946  0.44
H -4.50286 2.40244 -0.84454  0.41
H -4.22849 -3.34376 -0.32459  0.35
H -4.94723 -2.43896 1.04620  0.42
H -3.82990 -3.79536 1.36735  0.44
N 3.35456 -3.74181 -1.97511  -0.07
C 2.72496 -2.85883 -3.02823  -0.87
C 1.98686 -1.71627 -2.35091  -0.35
N 1.01447 -2.18735 -1.36869  0.03
C 1.60529 -3.07987 -0.37172  -0.22
C 2.32160 -4.26226 -1.00268  -1.16
H 4.05030 -3.19753 -1.46011  0.40
H 3.85217 -4.51694 -2.41442  0.36
H 2.04941 -3.49482 -3.59996  0.35
H 3.51658 -2.50210 -3.68435  0.46
H 1.47376 -1.11654 -3.10045  0.09
H 2.69213 -1.05146 -1.84353  0.32
H 0.20910 -2.62509 -1.80960  0.35
H 0.81941 -3.43891 0.28985  0.18
H 2.31008 -2.50100 0.23289  0.31
H 1.64073 -4.88898 -1.57810  0.38
H 2.83270 -4.87502 -0.26222  0.45

The following is a quantum chemistry calculation of a cluster of 3 separate species, C15H38NO11P3 in total at a distorted geometry, from OMol25.

LUMO level, Eh: -0.081
Frontier orbital gap, hartree: 0.22258
SMILES string: CCOC(=O)CCC[PH3]CCC(N)=O.COP(=O)(OC)OC.COP(=O)(OC)OC
E_HOMO, eV: -8.26
Energy, eV: -68043.4639
2S+1: 1

Last column: Mulliken charge in e.
Cartesian coordinates (Å):
C -0.53805 2.02510 0.10507  -1.14
C -0.86389 2.13307 -1.38882  0.88
O 0.10771 2.97251 -2.06367  -0.40
C -0.55709 3.96692 -2.76287  0.52
O -1.10840 3.71115 -3.74615  -0.46
C -0.51257 5.40525 -2.25978  -0.75
C -1.85427 5.91031 -1.68900  -0.72
C -2.08989 5.58758 -0.19744  -0.90
P -3.81404 4.74627 -0.01955  0.23
C -5.52900 3.89019 0.00329  -1.00
C -6.17112 4.10185 -1.39231  -0.68
C -5.71715 3.07155 -2.43215  0.43
N -6.18507 1.74355 -2.34496  -0.56
O -4.97029 3.41561 -3.26963  -0.44
H -1.04192 2.78617 0.70828  0.26
H -0.88299 1.04765 0.45905  0.37
H 0.53148 2.13609 0.29757  0.26
H -1.84184 2.62103 -1.48444  -0.53
H -0.97267 1.15484 -1.86391  0.24
H 0.33766 5.58432 -1.59546  0.38
H -0.31048 6.00283 -3.15585  0.40
H -2.67712 5.59915 -2.34839  0.39
H -1.81962 7.00332 -1.77013  0.34
H -1.38686 4.84609 0.19831  0.24
H -2.09936 6.48389 0.43287  0.59
H -4.45098 6.02740 -0.04833  0.05
H -3.46596 4.19449 1.25560  0.01
H -3.48326 3.95328 -1.16548  -0.16
H -5.40897 2.81436 0.19484  0.44
H -6.12237 4.33981 0.80981  0.42
H -5.85065 5.08811 -1.75362  0.33
H -7.26788 4.15788 -1.34296  0.39
H -6.96704 1.73115 -1.69726  0.28
H -5.44317 1.12527 -2.03600  0.28
C -0.54656 -2.87774 -2.30870  -0.48
O 0.54607 -3.59994 -1.75720  -0.46
P 1.41088 -2.84656 -0.51105  1.16
O 0.20445 -2.23302 0.15075  -0.65
O 2.11088 -1.79360 -1.56115  -0.28
C 2.78092 -2.30590 -2.72392  -0.85
O 2.39634 -2.33924 0.78715  -0.28
C 3.59633 -1.60229 0.56710  -0.54
H -0.77697 -3.33395 -3.27273  0.25
H -1.41854 -2.95870 -1.66251  0.23
H -0.29079 -1.82864 -2.46576  0.19
H 2.16149 -2.12278 -3.60125  0.26
H 2.98500 -3.37233 -2.64288  0.39
H 3.72448 -1.77268 -2.83984  0.30
H 3.36063 -0.60973 0.18524  0.29
H 4.26584 -2.12735 -0.11255  0.27
H 4.09910 -1.49337 1.52860  0.21
C 2.67924 -7.60114 3.36723  -0.64
O 2.48835 -6.20291 3.19667  -0.45
P 3.81972 -5.31006 2.64930  1.31
O 4.29010 -6.35941 1.67774  -0.70
O 4.56139 -5.43274 4.11216  -0.40
C 3.84453 -5.03954 5.29222  -0.77
O 4.94286 -4.19754 2.05021  -0.29
C 5.83251 -3.47367 2.89456  -0.70
H 1.87133 -7.95770 4.00844  0.25
H 2.61971 -8.11108 2.40799  0.24
H 3.63444 -7.81630 3.84809  0.32
H 3.53884 -5.93201 5.83735  0.26
H 2.96477 -4.44216 5.05770  0.37
H 4.51357 -4.45254 5.92180  0.29
H 6.57086 -4.14786 3.32642  0.29
H 5.29303 -2.94348 3.67902  0.32
H 6.35234 -2.74009 2.27731  0.29

The following is a quantum chemistry calculation of a structure of composition C3HFO2Sn at a distorted geometry, from OMol25.

LUMO level, Eh: -0.454
Total charge: +2
Frontier orbital gap, hartree: 0.27928
E_HOMO, eV: -19.96
Energy, eV: -15743.9741
Relative energy (zero: lowest compared OMol25 entry of this formula, charge and spin), kcal per mole: 8.4
2S+1: 1

Last column: Mulliken charge in e.
Cartesian coordinates (Å):
F -0.62566 1.90789 0.43979  -0.10
O -1.70897 -0.03769 0.42710  -0.05
C -1.43151 -1.34023 0.39201  0.18
C -0.68974 0.72754 -0.06476  0.72
O -0.21526 -1.40314 -0.29532  -0.13
C 0.31158 -0.18350 -0.50371  -0.47
Sn 2.36344 0.06680 0.20291  1.43
H 0.06343 0.73986 -1.42940  0.41